Entry 1:
Computed, not measured: 11 unconnected molecules or ions with the total composition C35H96F9N8O17S3 in a non-equilibrium geometry, with the ωB97M-V functional and the def2-TZVPD basis.

XYZ file:
```
168
Properties=species:S:1:pos:R:3:mulliken_spin:R:1
C -3.996 -6.037 2.747 -0.003
C -2.657 -5.937 1.992 0.000
C -1.638 -5.446 3.105 0.000
O -0.525 -4.954 2.361 0.000
C 0.156 -3.967 3.071 0.000
N -2.124 -7.351 1.540 0.000
H -2.773 -7.845 0.945 0.000
H -1.225 -7.496 1.103 0.000
H -2.012 -7.848 2.412 0.000
H -4.314 -5.059 3.106 0.000
H -4.054 -6.654 3.643 0.000
H -4.840 -6.205 2.077 0.001
H -2.736 -5.317 1.098 0.000
H -1.407 -6.147 3.907 0.000
H -2.209 -4.624 3.538 0.000
H -0.534 -3.178 3.370 0.000
H 0.923 -3.642 2.368 0.000
H 0.705 -4.222 3.978 0.000
C 0.834 -3.637 -2.590 0.000
C 2.025 -3.802 -1.571 0.000
C 2.148 -5.299 -1.107 0.000
O 3.213 -5.289 -0.162 0.000
C 3.144 -6.335 0.798 0.000
N 3.392 -3.222 -2.085 0.000
H 3.256 -2.221 -2.113 0.000
H 4.084 -3.465 -1.390 0.000
H 3.739 -3.541 -2.978 0.000
H -0.089 -4.009 -2.147 0.000
H 1.112 -4.211 -3.473 0.000
H 0.790 -2.580 -2.853 0.000
H 1.943 -3.126 -0.720 0.000
H 2.470 -5.971 -1.903 0.000
H 1.207 -5.728 -0.765 0.000
H 3.197 -7.383 0.501 0.000
H 2.207 -6.068 1.286 0.000
H 3.914 -6.180 1.553 0.000
C -0.711 1.629 -5.689 0.000
C -1.794 0.705 -5.196 0.000
C -2.350 1.133 -3.783 0.000
O -3.609 0.559 -3.495 0.000
C -4.174 0.843 -2.248 0.001
N -2.954 0.585 -6.213 0.000
H -3.399 1.473 -6.393 0.000
H -2.574 0.351 -7.119 0.000
H -3.716 0.037 -5.840 0.000
H -1.041 2.656 -5.851 0.000
H -0.107 1.280 -6.526 0.000
H 0.036 1.875 -4.934 0.000
H -1.471 -0.336 -5.189 0.000
H -2.348 2.215 -3.651 0.000
H -1.701 0.590 -3.097 0.000
H -3.611 0.386 -1.435 0.000
H -5.162 0.383 -2.227 0.000
H -4.372 1.914 -2.291 0.000
C -4.998 -5.797 -3.373 0.000
C -5.069 -5.007 -2.012 0.000
C -4.642 -3.487 -2.049 0.009
O -3.243 -3.687 -2.342 0.000
C -2.694 -2.506 -2.774 0.000
N -6.461 -5.182 -1.327 0.002
H -6.431 -4.818 -0.385 0.002
H -7.075 -4.691 -1.961 0.000
H -6.813 -6.122 -1.220 0.000
H -4.988 -6.860 -3.132 0.000
H -4.101 -5.530 -3.931 0.000
H -5.867 -5.590 -3.997 0.000
H -4.466 -5.589 -1.316 0.001
H -4.741 -2.897 -1.138 -0.013
H -5.153 -2.906 -2.818 0.000
H -3.005 -2.467 -3.818 0.000
H -1.616 -2.547 -2.623 0.000
H -3.039 -1.717 -2.106 0.000
C 0.632 6.164 -4.619 0.000
C 0.250 6.063 -3.088 0.000
C 0.676 4.706 -2.491 0.000
O 0.037 4.586 -1.246 0.000
C 0.706 3.730 -0.292 0.000
N 0.758 7.261 -2.192 0.000
H 1.755 7.238 -2.353 0.000
H 0.415 8.156 -2.510 0.000
H 0.639 7.090 -1.204 0.000
H 0.505 5.199 -5.110 0.000
H 1.630 6.598 -4.678 0.000
H 0.080 6.898 -5.206 0.000
H -0.837 6.130 -3.127 0.000
H 1.755 4.555 -2.487 0.000
H 0.209 3.888 -3.039 0.000
H 1.566 4.140 0.236 0.000
H 0.946 2.784 -0.778 0.000
H 0.064 3.597 0.579 0.000
C 7.201 4.340 -1.702 0.000
C 5.991 3.493 -1.663 0.000
C 5.095 3.651 -0.488 0.000
O 3.785 3.053 -0.606 0.000
C 3.684 1.701 -0.135 0.000
N 5.153 3.893 -2.900 0.000
H 5.604 3.722 -3.787 0.000
H 4.370 3.255 -2.908 0.000
H 4.775 4.828 -2.843 0.000
H 7.595 4.731 -2.640 0.000
H 7.889 3.546 -1.411 0.000
H 7.129 5.166 -0.994 0.000
H 6.256 2.477 -1.952 0.000
H 4.894 4.706 -0.301 0.000
H 5.610 3.410 0.442 0.000
H 4.256 1.039 -0.784 0.000
H 2.691 1.250 -0.118 0.000
H 4.143 1.652 0.853 0.000
C -2.388 4.730 4.432 0.000
C -1.549 5.277 3.353 0.000
C -2.143 5.174 1.952 0.000
O -3.390 5.890 1.618 0.000
C -3.798 5.577 0.283 0.000
N -1.489 6.777 3.713 0.000
H -2.325 7.328 3.851 0.000
H -0.853 6.813 4.497 0.000
H -0.944 7.225 2.990 0.000
H -3.428 5.044 4.340 0.000
H -2.095 5.005 5.445 0.000
H -2.495 3.647 4.370 0.000
H -0.536 4.887 3.447 0.000
H -2.162 4.106 1.735 0.000
H -1.357 5.555 1.301 0.000
H -4.755 6.086 0.165 0.000
H -3.986 4.513 0.138 0.000
H -3.140 5.753 -0.567 0.000
C 1.995 1.901 6.480 0.000
C 2.477 1.569 4.962 0.000
C 4.006 1.729 4.807 0.000
O 4.640 1.173 3.713 0.000
C 6.083 1.419 3.501 0.000
N 2.162 0.124 4.587 0.000
H 2.460 -0.464 5.353 0.000
H 1.158 0.090 4.482 0.000
H 2.635 0.038 3.699 0.000
H 1.032 2.407 6.405 0.000
H 2.543 2.762 6.861 0.000
H 2.031 1.171 7.288 0.000
H 2.015 2.226 4.225 0.000
H 4.561 1.346 5.664 0.000
H 4.173 2.802 4.907 0.000
H 6.475 1.108 2.532 0.000
H 6.585 0.781 4.229 0.000
H 6.422 2.454 3.553 0.000
C -4.294 -1.923 1.637 -0.009
F -4.257 -0.604 1.558 -0.005
F -3.511 -2.498 0.743 -0.001
F -3.875 -2.365 2.802 0.000
S -6.055 -2.583 1.382 -0.084
O -6.712 -2.400 2.740 0.720
O -6.747 -1.918 0.275 0.201
O -5.934 -4.012 1.141 0.179
C -0.437 -0.775 0.570 0.000
F -0.915 -0.355 -0.591 0.000
F -1.176 -1.829 1.099 0.000
F 0.819 -1.108 0.442 0.000
S -0.540 0.699 1.832 0.000
O 0.719 1.516 1.750 0.000
O -1.741 1.454 1.421 0.000
O -0.694 0.143 3.189 0.000
C 4.035 -2.260 1.535 0.000
F 4.223 -1.460 2.556 0.000
F 3.159 -3.155 1.872 0.000
F 3.595 -1.478 0.461 0.000
S 5.736 -3.040 0.968 0.000
O 5.622 -3.262 -0.426 0.000
O 6.743 -2.074 1.437 0.000
O 5.846 -4.316 1.700 0.000
```

Properties
* expectation value of S²: 0.763
* ΔE to the lowest compared entry with this formula, charge and spin: 1.441 eV
* frontier orbital gap (spin up / spin down): 5.89 / 1.71 eV
* total charge: +6
* total energy: -5198.97017 a.u.
* LUMO energy (spin up / spin down): -11.779 / -15.956 eV
* largest force on an atom: 0.12461 Eh/bohr
* multiplicity: 2

=====

Entry 2:
Computed, not measured: a single C2H4IN3 molecule in a non-equilibrium geometry, with the ωB97M-V functional and the def2-TZVPD basis.

XYZ file:
```
10
Properties=species:S:1:pos:R:3:lowdin_charge:R:1
H -2.076 -0.053 -0.242 0.072
N -1.710 -0.853 -0.777 0.129
C -0.445 -0.953 -0.825 -0.443
C 0.361 -0.037 0.109 -0.046
N 0.336 -1.761 -1.652 -0.055
N 1.291 -2.409 -1.969 -0.311
I 2.368 -3.427 -0.398 0.458
H 0.298 1.094 -0.035 0.113
H 0.073 -0.213 1.122 0.075
H 1.363 -0.046 -0.022 0.008
```

Properties
* SMILES: [H]/N=C(C)/N=N\I
* ΔE to the lowest compared entry with this formula, charge and spin: 1.098 eV
* frontier orbital gap: 7.77 eV
* total energy: -540.44962 a.u.
* LUMO energy: -1.003 eV
* largest force on an atom: 0.07164 Eh/bohr

=====

Entry 3:
Computed, not measured: a molecular structure, CHClNO2S in a non-equilibrium geometry, with the ωB97M-V functional and the def2-TZVPD basis.

XYZ file:
```
7
Properties=species:S:1:pos:R:3:lowdin_charge:R:1
C 0.757 0.086 -0.553 -0.830
N 0.145 0.650 0.649 -0.516
O 0.344 -1.065 -0.768 -0.009
O 1.619 0.806 -1.035 0.003
S -0.406 2.067 0.841 0.632
Cl -1.880 -1.405 0.859 -0.109
H -0.578 -1.139 0.008 -0.172
```

Properties
* ΔE to the lowest compared entry with this formula, charge and spin: 0.687 eV
* frontier orbital gap (spin up / spin down): 6.98 / 7.10 eV
* total charge: -1
* total energy: -1102.36813 a.u.
* LUMO energy (spin up / spin down): 2.567 / 2.611 eV
* largest force on an atom: 0.06797 Eh/bohr

=====

> total energy of number 2 (C2H4IN3)?

-540.44962 a.u.

=====

> Among the records above, which one has the lowest ΔE to the lowest compared entry with this formula, charge and spin?

CHClNO2S

=====

> largest force on an atom of number 2 (C2H4IN3)?

0.07164 Eh/bohr